Record 1
# ClMg2

A molecular structure, ClMg2 (wB97M-V/def2-TZVPD, the Open Molecules 2025 dataset).

Structure (XYZ):
```
3
ClMg2, DFT wB97M-V/def2-TZVPD
Mg -1.152 -1.340 -1.261
Mg 0.515 1.271 1.651
Cl 0.638 0.069 -0.391
```

Properties
* net charge: +3
* E_HOMO: -26.21 eV
* LUMO: -16.4569 eV
* energy relative to the best compared isomer or geometry (same formula, charge and spin): 29.6 kJ/mol



Record 2
# ClN2O10Tl

A molecular structure, ClN2O10Tl (wB97M-V/def2-TZVPD, the Open Molecules 2025 dataset).

Structure (XYZ):
```
14
ClN2O10Tl, DFT wB97M-V/def2-TZVPD
Tl 1.067 -2.241 2.984
N 3.887 -2.988 0.344
O 5.156 -2.952 0.431
O 3.125 -2.076 0.741
O 3.543 -3.895 -0.602
N 0.317 0.876 0.678
O -0.114 1.671 1.449
O 0.873 -0.170 0.926
O -0.138 0.886 -0.447
Cl -3.419 2.143 -1.286
O -4.741 1.859 -1.451
O -3.369 2.676 0.136
O -2.832 0.959 -1.737
O -3.356 3.254 -2.165
```

Properties
* net charge: +1
* E_HOMO (spin up / spin down): -14.17 / -14.68 eV
* LUMO (spin up / spin down): -6.9736 / -7.6689 eV
* energy relative to the best compared isomer or geometry (same formula, charge and spin): 168.8 kJ/mol
* spin multiplicity: 2



Record 3
# ClNO4S

2 unconnected molecules or ions with the total composition ClNO4S (wB97M-V/def2-TZVPD, the Open Molecules 2025 dataset).

Structure (XYZ):
```
7
ClNO4S, DFT wB97M-V/def2-TZVPD
N 0.433 1.042 0.658
O -0.220 0.278 1.269
O 0.296 1.915 -0.091
O -0.692 -2.511 -0.352
O 1.093 -1.043 -0.768
S 0.567 -2.014 0.171
Cl -1.476 2.333 -0.887
```

Properties
* E_HOMO (spin up / spin down): -10.70 / -10.90 eV
* LUMO (spin up / spin down): -2.1510 / -2.1204 eV
* energy relative to the best compared isomer or geometry (same formula, charge and spin): 194.2 kJ/mol



Record 4
# ClNO7Rb2

A molecular structure, ClNO7Rb2 (wB97M-V/def2-TZVPD, the Open Molecules 2025 dataset).

Structure (XYZ):
```
11
ClNO7Rb2, DFT wB97M-V/def2-TZVPD
Rb -12.119 -2.233 14.136
Rb -8.783 -9.806 12.372
Cl -7.440 -6.586 17.584
O -6.250 -6.012 16.814
O -7.688 -7.997 17.388
O -7.345 -6.247 18.867
O -8.483 -6.040 16.884
N -6.942 -7.846 25.644
O -6.432 -8.354 24.622
O -6.206 -6.984 26.172
O -8.030 -8.126 26.010
```

Properties
* E_HOMO: -4.06 eV
* LUMO: -3.2959 eV
* energy relative to the best compared isomer or geometry (same formula, charge and spin): 733.1 kJ/mol



Record 5
# ClNO7Rb2

A molecular structure, ClNO7Rb2 (wB97M-V/def2-TZVPD, the Open Molecules 2025 dataset).

Structure (XYZ):
```
11
ClNO7Rb2, DFT wB97M-V/def2-TZVPD
Rb 2.621 1.068 0.081
Rb -1.990 -0.128 1.790
Cl 0.684 -1.209 0.219
O 0.962 -0.693 -1.107
O 0.717 -2.725 0.231
O 1.632 -0.579 1.134
O -0.730 -0.741 0.361
N -0.950 1.178 -0.645
O -1.964 0.888 -0.028
O -1.031 1.249 -1.877
O 0.049 1.693 -0.158
```

Properties
* E_HOMO: -8.42 eV
* LUMO: -0.4347 eV
* energy relative to the best compared isomer or geometry (same formula, charge and spin): 525.9 kJ/mol



Record 6
# ClOP

2 unconnected molecules or ions with the total composition ClOP (wB97M-V/def2-TZVPD, the Open Molecules 2025 dataset).

Structure (XYZ):
```
3
ClOP, DFT wB97M-V/def2-TZVPD
O 0.045 -1.602 -0.894
P 0.838 0.510 0.215
Cl -0.883 1.091 0.679
```

Properties
* E_HOMO (spin up / spin down): -9.08 / -9.16 eV
* LUMO (spin up / spin down): -3.1874 / -3.1828 eV
* energy relative to the best compared isomer or geometry (same formula, charge and spin): 743.1 kJ/mol



Which of these has the highest energy relative to the best compared isomer or geometry (same formula, charge and spin)? ClOP